(1)
Here is a 2-piece molecular cluster, C5H11O2 overall at a distorted geometry from the OMol25 dataset. Energies are from ωB97M-V/def2-TZVPD.

Output
calculated total energy = -9459.4006 eV
charge = -1
2S+1 = 1
maximum force = 1.682 eV Å⁻¹
energy above the lowest of the compared OMol25 structures with the same formula, charge and spin = 14.5 kcal per mole
HOMO level = -3.696 eV
orbital gap = 0.2605 Eh

Each line ends with the Löwdin charge.
Element x y z (Å)
C: 1.22598 -0.14558 -2.82317  -0.06
C: 2.55630 0.36936 -2.18254  -0.81
O: 2.74327 1.59697 -2.16286  -0.11
O: 3.23848 -0.55005 -1.65402  -0.13
H: 0.49377 -0.16077 -2.02164  0.03
H: 1.37162 -1.10097 -3.30538  0.04
H: 0.91984 0.60532 -3.56351  0.05
C: -0.83816 0.44820 1.68864  -0.32
C: -2.34536 0.34290 1.99652  -0.13
C: -0.16439 -0.83168 1.20075  -0.11
H: -0.75034 1.24646 0.93345  0.10
H: -0.30983 0.83836 2.55717  0.09
H: -2.48834 -0.69017 2.33189  0.06
H: -2.96717 0.32335 1.08800  0.06
H: 0.82699 -0.87125 1.64224  0.07
H: -0.71521 -1.68554 1.59742  0.05
H: -2.62486 1.23493 2.55306  0.06
H: -0.17258 -0.96984 0.12398  0.06

(2)
Here is a 2-piece molecular cluster, C5H11O2 overall at a distorted geometry from the OMol25 dataset. Energies are from ωB97M-V/def2-TZVPD.

Output
calculated total energy = -9459.7326 eV
charge = -1
2S+1 = 1
maximum force = 1.048 eV Å⁻¹
energy above the lowest of the compared OMol25 structures with the same formula, charge and spin = 6.8 kcal per mole
HOMO level = -3.819 eV
orbital gap = 0.2713 Eh

Each line ends with the Löwdin charge.
Element x y z (Å)
O: 0.39685 1.73889 -2.18164  -0.15
C: 1.30224 2.41293 -1.64620  -0.69
O: 1.69834 2.40995 -0.45930  -0.16
H: 1.85511 3.11709 -2.32674  0.08
C: -2.11540 -2.56672 1.86257  -0.14
C: -1.49926 -1.60960 0.84652  -0.30
C: -0.01961 -1.33345 1.07723  -0.30
C: 0.57037 -0.35652 0.05418  -0.13
H: -1.59059 -3.52441 1.85116  0.06
H: -3.17180 -2.73456 1.63956  0.06
H: -2.05139 -2.17526 2.88080  0.06
H: -2.04272 -0.66078 0.84752  0.11
H: -1.61814 -2.02285 -0.16042  0.10
H: 0.52678 -2.28537 1.06098  0.10
H: 0.12128 -0.90944 2.08006  0.10
H: 0.46044 -0.75281 -0.95542  0.07
H: 1.62274 -0.19593 0.26987  0.07
H: 0.04566 0.58846 0.09114  0.06

Copy entry 1 word for word.
Here is a 2-piece molecular cluster, C5H11O2 overall at a distorted geometry from the OMol25 dataset. Energies are from ωB97M-V/def2-TZVPD.

Output
calculated total energy = -9459.4006 eV
charge = -1
2S+1 = 1
maximum force = 1.682 eV Å⁻¹
energy above the lowest of the compared OMol25 structures with the same formula, charge and spin = 14.5 kcal per mole
HOMO level = -3.696 eV
orbital gap = 0.2605 Eh

Each line ends with the Löwdin charge.
Element x y z (Å)
C: 1.22598 -0.14558 -2.82317  -0.06
C: 2.55630 0.36936 -2.18254  -0.81
O: 2.74327 1.59697 -2.16286  -0.11
O: 3.23848 -0.55005 -1.65402  -0.13
H: 0.49377 -0.16077 -2.02164  0.03
H: 1.37162 -1.10097 -3.30538  0.04
H: 0.91984 0.60532 -3.56351  0.05
C: -0.83816 0.44820 1.68864  -0.32
C: -2.34536 0.34290 1.99652  -0.13
C: -0.16439 -0.83168 1.20075  -0.11
H: -0.75034 1.24646 0.93345  0.10
H: -0.30983 0.83836 2.55717  0.09
H: -2.48834 -0.69017 2.33189  0.06
H: -2.96717 0.32335 1.08800  0.06
H: 0.82699 -0.87125 1.64224  0.07
H: -0.71521 -1.68554 1.59742  0.05
H: -2.62486 1.23493 2.55306  0.06
H: -0.17258 -0.96984 0.12398  0.06

Q: What is the charge in the second record?
A: -1

Q: Which of these has the highest maximum force?
A: number 1